[1]
C45H48N6O12P2S2W as an isolated structure. Source: the OMol25 dataset; level of theory: ωB97M-V/def2-TZVPD.

Structure (XYZ):
```
116
Properties=species:S:1:pos:R:3:forces:R:3
W 1.005 -0.511 -0.935 1.076 0.134 -0.849
O -2.260 -0.121 -2.533 0.148 -0.126 -0.341
S -0.909 -0.357 -3.122 -0.261 0.002 0.121
O -0.982 -0.510 -4.545 0.057 -0.001 -0.025
O 0.021 0.716 -2.645 0.111 -0.075 0.031
O -0.320 -1.556 -2.411 0.304 -0.066 0.127
O -0.974 -0.036 -0.237 -0.131 -0.052 0.196
P -2.433 0.365 -0.420 0.059 0.124 0.510
C -2.839 0.969 1.304 -0.015 -0.044 -0.134
P -2.085 0.178 2.743 0.046 -0.065 0.049
O -0.631 0.426 2.878 -0.036 -0.009 0.016
C -2.529 -1.568 2.697 0.027 0.039 -0.042
C -1.480 -2.472 2.587 -0.003 -0.029 -0.014
C -1.753 -3.832 2.501 0.006 -0.009 -0.013
C -3.061 -4.283 2.537 -0.005 -0.026 -0.030
C -4.112 -3.379 2.646 0.011 -0.013 -0.020
C -3.847 -2.024 2.717 -0.008 0.035 -0.012
C -3.003 0.902 4.141 0.011 0.016 -0.011
C -3.039 2.293 4.244 -0.012 -0.045 -0.014
C -3.633 2.905 5.334 -0.006 -0.023 0.020
C -4.195 2.131 6.342 -0.013 0.006 0.016
C -4.150 0.748 6.257 0.000 0.026 0.005
C -3.553 0.136 5.163 -0.002 0.007 0.002
C -3.631 -0.991 -0.548 0.028 0.014 -0.027
C -4.991 -0.818 -0.311 0.061 0.031 -0.016
C -5.866 -1.889 -0.438 0.007 -0.044 0.020
C -5.377 -3.143 -0.770 -0.007 -0.002 0.038
C -4.016 -3.324 -0.976 -0.013 -0.002 0.005
C -3.144 -2.253 -0.881 0.096 -0.021 0.102
C -2.898 1.915 -1.238 -0.034 -0.052 -0.028
C -2.000 2.975 -1.212 -0.031 -0.010 0.006
C -2.349 4.190 -1.784 0.030 0.010 0.011
C -3.592 4.353 -2.375 -0.008 0.006 -0.017
C -4.481 3.288 -2.416 -0.011 -0.001 -0.007
C -4.134 2.067 -1.859 0.051 0.064 -0.003
H -3.923 0.952 1.427 -0.083 0.093 0.007
H -2.521 2.014 1.357 -0.007 0.000 -0.026
H -0.459 -2.114 2.559 0.109 0.022 -0.033
H -0.930 -4.526 2.386 0.008 -0.016 0.001
H -3.271 -5.344 2.462 0.005 -0.010 0.008
H -5.135 -3.732 2.659 -0.026 -0.002 -0.012
H -4.668 -1.320 2.789 -0.029 0.030 -0.009
H -2.582 2.903 3.475 0.016 0.016 -0.016
H -3.649 3.985 5.404 -0.003 0.015 -0.001
H -4.657 2.608 7.197 -0.004 0.001 0.007
H -4.573 0.141 7.048 -0.007 -0.005 0.008
H -3.508 -0.944 5.111 0.002 -0.013 0.001
H -5.389 0.153 -0.046 0.012 0.038 0.032
H -6.925 -1.741 -0.269 -0.003 -0.001 -0.009
H -6.056 -3.982 -0.863 -0.009 -0.006 -0.003
H -3.627 -4.302 -1.227 0.005 -0.017 0.001
H -2.084 -2.385 -1.072 -0.030 0.016 -0.008
H -1.019 2.855 -0.776 0.079 -0.016 0.058
H -1.637 5.003 -1.770 0.021 0.017 -0.005
H -3.860 5.302 -2.821 -0.008 0.021 -0.007
H -5.441 3.399 -2.903 -0.018 0.002 -0.006
H -4.807 1.228 -1.949 -0.041 -0.057 -0.007
C 2.278 -1.069 -4.400 0.004 0.020 0.006
C 3.159 -1.061 -3.150 0.087 -0.111 0.088
C 3.764 -2.451 -2.917 0.023 0.022 -0.099
C 4.278 -0.024 -3.296 -0.038 -0.088 0.003
N 2.347 -0.753 -2.000 -0.592 0.450 0.263
H 2.910 -1.227 -5.277 -0.006 -0.021 -0.022
H 1.751 -0.121 -4.510 0.038 -0.013 0.013
H 1.530 -1.859 -4.348 0.008 0.010 0.016
H 4.255 -2.792 -3.831 0.016 -0.011 0.013
H 2.983 -3.163 -2.649 -0.044 -0.012 -0.011
H 4.501 -2.426 -2.114 0.008 0.030 0.004
H 4.977 -0.361 -4.065 0.005 0.001 -0.009
H 4.823 0.104 -2.361 -0.003 -0.006 0.042
H 3.880 0.941 -3.601 -0.019 0.037 -0.026
C 2.589 0.351 2.996 0.017 -0.036 -0.064
C 2.066 -0.721 2.068 0.147 0.023 0.007
O 1.690 -1.800 2.492 -0.023 -0.127 0.011
O 2.108 -0.361 0.806 -0.360 -0.047 0.040
H 2.970 -0.098 3.911 -0.006 -0.022 0.014
H 1.741 0.992 3.240 -0.022 0.005 0.014
H 3.345 0.963 2.508 0.015 0.007 -0.021
N 0.906 -2.372 -0.274 -0.225 -0.237 0.228
C 1.186 -3.481 0.147 -0.360 0.062 -0.223
N 2.306 -4.180 0.380 0.088 0.047 0.171
C 2.255 -5.517 0.934 0.010 -0.022 -0.029
C 2.911 -5.538 2.306 -0.034 -0.078 -0.039
O 4.252 -5.094 2.206 0.006 0.057 0.019
C 4.272 -3.732 1.778 -0.002 0.002 -0.052
C 3.642 -3.583 0.400 -0.017 0.047 -0.047
H 2.809 -6.202 0.278 -0.039 -0.012 0.017
H 1.213 -5.835 0.977 0.007 0.023 0.031
H 2.941 -6.553 2.709 -0.003 0.029 -0.011
H 2.352 -4.887 2.992 -0.009 -0.017 -0.005
H 5.319 -3.430 1.750 -0.008 0.007 0.007
H 3.729 -3.118 2.501 -0.026 0.064 -0.001
H 4.262 -4.111 -0.337 0.030 0.077 0.013
H 3.557 -2.531 0.116 -0.002 -0.098 0.061
O 6.305 6.714 -1.011 -0.026 -0.051 -0.013
S 5.949 7.644 0.045 0.053 0.049 -0.011
O 6.933 7.740 1.115 -0.005 -0.022 0.036
O 5.459 8.931 -0.432 -0.045 0.001 0.004
C 4.488 6.921 0.876 0.013 0.026 -0.001
N 4.011 7.637 1.900 -0.017 0.013 0.027
C 2.941 7.120 2.499 0.035 0.037 -0.007
C 2.347 5.939 2.117 0.032 -0.022 -0.001
C 2.923 5.255 1.033 -0.103 -0.060 -0.044
N 4.008 5.778 0.423 0.053 0.058 -0.034
C 2.399 4.015 0.516 0.018 0.008 0.069
C 1.323 3.304 1.111 -0.087 -0.042 -0.112
C 0.866 2.136 0.581 0.109 -0.051 0.132
N 1.379 1.560 -0.559 -0.164 -0.031 0.019
C 2.447 2.229 -1.119 -0.145 0.059 -0.179
C 2.947 3.397 -0.639 0.072 0.019 -0.045
H 2.534 7.691 3.332 0.015 0.000 -0.004
H 1.475 5.571 2.636 -0.025 -0.014 0.007
H 0.842 3.659 2.011 -0.015 -0.011 0.056
H 0.098 1.573 1.092 0.035 0.060 0.006
H 2.852 1.782 -2.013 -0.004 0.002 0.022
H 3.772 3.880 -1.145 0.014 -0.014 -0.004
```
Positions in Å, forces in eV/Å.

Properties
LUMO energy (spin up / spin down): 3.296 / 3.293 eV
Total energy: -123034.7890 eV
Energy relative to the best compared isomer or geometry (same formula, charge and spin): 25.9 kJ/mol
Gap between HOMO and LUMO (spin up / spin down): 0.1439 / 0.2355 hartree
Strongest force on any atom: 1.38 eV/Å
Molar mass: 1174.83 Da
Net charge: -2
Spin multiplicity: 3

=====

[2]
One molecule with the formula C27H25NO6S. Source: the OMol25 dataset; level of theory: ωB97M-V/def2-TZVPD.

Structure (XYZ):
```
60
Properties=species:S:1:pos:R:3:forces:R:3
C -2.453 -3.397 -1.206 0.200 0.230 0.283
C -1.904 -3.085 0.178 -0.119 -0.639 -0.114
O -1.329 -1.781 0.219 0.157 0.183 0.049
C -0.053 -1.659 -0.142 0.210 -0.125 0.039
O 0.655 -2.607 -0.435 -0.161 -0.103 -0.022
C 0.423 -0.277 -0.098 0.308 0.116 -0.038
C -0.394 0.888 0.057 0.336 0.316 0.075
C -1.863 0.898 0.029 -0.286 0.209 -0.012
C -2.543 0.431 -1.092 -0.028 0.179 0.071
C -3.922 0.444 -1.128 0.002 0.017 0.003
C -4.659 0.916 -0.043 0.276 0.022 0.096
C -6.129 0.908 -0.075 -0.272 -0.001 -0.003
C -6.817 1.294 -1.223 0.063 -0.018 0.054
C -8.199 1.286 -1.250 -0.084 -0.013 -0.065
C -8.916 0.887 -0.134 -0.081 -0.001 -0.001
C -8.241 0.499 1.012 -0.091 0.013 0.062
C -6.859 0.512 1.043 0.063 0.020 -0.053
C -3.972 1.394 1.070 -0.177 -0.021 -0.107
C -2.592 1.394 1.103 0.169 -0.084 -0.101
C 0.347 2.017 0.174 0.135 -0.214 0.012
S 2.047 1.722 0.078 -0.394 -0.303 -0.041
C 1.779 0.023 -0.125 -0.330 0.504 0.028
N 2.743 -0.929 -0.289 -0.268 -0.902 -0.064
C 4.112 -0.925 -0.342 0.092 0.311 -0.055
O 4.687 -1.971 -0.556 0.131 -0.095 0.028
C 4.835 0.381 -0.117 0.134 0.073 0.014
C 6.312 0.312 -0.547 0.085 0.116 0.044
C 6.682 1.190 -1.716 0.317 0.068 0.052
O 7.795 1.580 -1.942 0.131 0.021 0.009
O 5.647 1.476 -2.517 -0.578 0.025 -0.286
C 7.031 0.754 0.751 0.545 -0.490 -0.339
C 7.023 -0.429 1.733 0.089 0.166 -0.052
C 5.547 -0.422 2.175 -0.146 0.136 0.087
C 5.008 0.781 1.379 -0.562 -0.454 0.221
O 6.109 1.660 1.327 -0.025 0.498 0.040
H -1.644 -3.410 -1.933 0.038 -0.035 -0.079
H -2.932 -4.372 -1.198 -0.068 -0.111 -0.026
H -3.181 -2.643 -1.497 -0.094 0.023 -0.050
H -2.704 -3.064 0.922 0.130 0.001 -0.055
H -1.145 -3.821 0.463 -0.183 0.130 0.041
H -1.982 0.059 -1.937 0.050 -0.067 -0.072
H -4.439 0.066 -1.998 -0.052 -0.033 -0.075
H -6.264 1.622 -2.091 0.055 0.032 -0.068
H -8.721 1.595 -2.144 -0.036 0.031 -0.062
H -9.995 0.879 -0.156 -0.082 -0.001 -0.002
H -8.795 0.183 1.884 -0.038 -0.031 0.061
H -6.337 0.193 1.934 0.053 -0.031 0.071
H -4.528 1.785 1.910 -0.060 0.039 0.067
H -2.069 1.767 1.972 0.057 0.017 0.079
H 0.000 3.025 0.282 -0.126 0.215 -0.012
H 2.320 -1.860 -0.436 0.234 0.306 0.032
H 4.324 1.186 -0.649 0.098 -0.097 0.043
H 6.580 -0.714 -0.819 -0.021 0.134 -0.013
H 5.947 2.018 -3.264 0.198 -0.107 0.201
H 7.992 1.233 0.582 -0.075 -0.006 0.002
H 7.316 -1.360 1.257 0.053 -0.056 -0.017
H 7.691 -0.230 2.569 0.016 -0.018 -0.013
H 5.031 -1.347 1.932 -0.030 -0.062 0.070
H 5.450 -0.234 3.243 -0.032 -0.014 -0.019
H 4.146 1.279 1.817 0.071 -0.015 -0.016
```
Positions in Å, forces in eV/Å.

Properties
LUMO energy: 0.382 eV
Total energy: -53016.7949 eV
Gap between HOMO and LUMO: 0.3206 hartree
Strongest force on any atom: 0.94 eV/Å
Molar mass: 491.56 Da
Net charge: 0
SMILES: CCOC(=O)c1c(-c2ccc(-c3ccccc3)cc2)csc1NC(=O)[C@@H]1[C@@H](C(=O)O)[C@@H]2CC[C@H]1O2

=====

[3]
An isolated ion of composition CH4ClFOP and charge +1. Source: the OMol25 dataset; level of theory: ωB97M-V/def2-TZVPD.

Structure (XYZ):
```
9
Properties=species:S:1:pos:R:3:forces:R:3
C 0.466 0.024 -0.530 -0.569 0.861 5.305
O -1.261 0.260 1.532 0.100 0.791 -0.092
F -2.195 0.529 -0.700 1.348 1.100 0.500
P -0.911 0.915 0.137 -2.922 -0.064 0.367
Cl -0.660 2.960 0.123 -0.493 -2.465 0.114
H 0.313 -0.286 -1.470 -0.584 -1.187 -3.493
H 0.494 -0.783 0.266 0.632 0.557 -1.234
H 1.218 0.772 -0.414 1.337 -0.033 -0.124
H -2.059 0.291 2.144 1.150 0.441 -1.343
```
Positions in Å, forces in eV/Å.

Properties
LUMO energy: -4.768 eV
Total energy: -27672.4911 eV
Energy relative to the best compared isomer or geometry (same formula, charge and spin): 50.8 kJ/mol
Gap between HOMO and LUMO: 0.4760 hartree
Strongest force on any atom: 5.40 eV/Å
Molar mass: 117.47 Da
Net charge: +1